[1]
{"formula": "C29H33InN5O8", "method": "ωB97M-V with the def2-TZVPD basis set", "total_charge": -1, "relative_energy_kj_mol": 25.6, "largest_force_ev_per_a": 1.03, "orbital_gap_ev": 4.42, "symbols": ["C", "C", "C", "In", "N", "C", "C", "H", "H", "H", "H", "H", "H", "H", "H", "H", "H", "H", "H", "H", "C", "C", "C", "C", "C", "C", "N", "O", "O", "H", "H", "H", "H", "H", "C", "C", "C", "C", "C", "C", "N", "O", "O", "H", "H", "H", "H", "H", "C", "C", "C", "C", "C", "C", "N", "O", "O", "H", "H", "H", "H", "H", "C", "C", "C", "C", "C", "C", "N", "O", "O", "H", "H", "H", "H", "H"], "xyz": [[-4.074, 3.732, 1.729], [-3.167, 3.484, 2.702], [-2.946, 2.173, 3.347], [-1.514, 1.087, 1.946], [-1.167, -0.933, 2.578], [-1.183, -1.866, 1.433], [0.133, -2.643, 1.344], [-3.855, 4.437, 0.934], [-5.028, 3.222, 1.714], [-2.502, 4.280, 3.043], [-2.472, 2.280, 4.329], [-3.892, 1.627, 3.413], [-0.032, 2.092, 1.919], [-2.222, 1.183, 0.318], [-1.909, -1.206, 3.210], [-2.020, -2.569, 1.494], [-1.291, -1.279, 0.520], [0.094, -3.433, 0.585], [0.358, -3.094, 2.311], [0.931, -1.949, 1.075], [-8.000, 0.004, -2.658], [-7.793, -0.256, -1.311], [-7.593, 0.790, -0.424], [-7.609, 2.085, -0.906], [-7.807, 2.364, -2.245], [-8.004, 1.312, -3.125], [-7.414, 3.199, 0.037], [-7.225, 2.916, 1.199], [-7.451, 4.328, -0.410], [-8.158, -0.815, -3.348], [-7.785, -1.274, -0.949], [-7.426, 0.596, 0.625], [-7.808, 3.384, -2.600], [-8.160, 1.513, -4.176], [2.484, -2.439, -4.978], [1.543, -3.443, -4.776], [0.484, -3.242, -3.903], [0.385, -2.031, -3.244], [1.312, -1.022, -3.427], [2.368, -1.231, -4.302], [-0.743, -1.803, -2.324], [-1.530, -2.717, -2.164], [-0.806, -0.724, -1.783], [3.293, -2.601, -5.664], [1.634, -4.385, -5.300], [-0.248, -4.018, -3.739], [1.216, -0.086, -2.897], [3.101, -0.452, -4.457], [7.358, -4.750, -1.321], [7.260, -3.415, -0.951], [6.736, -2.486, -1.835], [6.315, -2.915, -3.080], [6.409, -4.239, -3.469], [6.936, -5.160, -2.579], [5.736, -1.937, -4.009], [5.677, -0.780, -3.649], [5.333, -2.342, -5.084], [7.763, -5.474, -0.626], [7.588, -3.097, 0.029], [6.655, -1.447, -1.553], [6.075, -4.551, -4.447], [7.015, -6.200, -2.866], [0.999, 2.914, 4.450], [1.313, 4.263, 4.551], [2.597, 4.656, 4.891], [3.553, 3.683, 5.124], [3.256, 2.333, 5.034], [1.969, 1.951, 4.696], [4.920, 4.093, 5.465], [5.153, 5.284, 5.559], [5.752, 3.222, 5.637], [-0.001, 2.608, 4.177], [0.554, 5.010, 4.358], [2.846, 5.704, 4.970], [4.015, 1.588, 5.222], [1.718, 0.902, 4.614]]}

[2]
{"formula": "C31H30N10OReS3", "method": "ωB97M-V with the def2-TZVPD basis set", "multiplicity": 2, "total_charge": 2, "relative_energy_kj_mol": 80.0, "s_squared": 0.758, "largest_force_ev_per_a": 0.95, "orbital_gap_ev": [6.36, 6.65], "symbols": ["Re", "C", "C", "N", "N", "C", "S", "S", "C", "C", "C", "C", "C", "C", "C", "C", "C", "C", "C", "C", "C", "O", "H", "H", "H", "H", "H", "H", "H", "H", "H", "H", "H", "H", "H", "H", "N", "C", "N", "C", "N", "N", "C", "N", "C", "C", "C", "C", "C", "N", "H", "H", "H", "H", "H", "H", "H", "H", "N", "C", "S", "N", "C", "C", "C", "C", "C", "C", "H", "H", "H", "H", "H", "H", "H", "H"], "xyz": [[-0.326, -0.222, 0.432], [1.762, 1.225, -3.257], [0.745, 1.043, -2.176], [0.975, 0.219, -1.185], [2.087, -0.595, -1.401], [2.047, -1.729, -0.814], [0.701, -2.176, 0.259], [3.214, -2.989, -1.128], [4.769, -2.040, -1.228], [5.229, -1.572, 0.121], [5.049, -0.249, 0.510], [5.490, 0.177, 1.758], [6.092, -0.718, 2.629], [6.266, -2.042, 2.246], [5.842, -2.462, 0.998], [-0.581, 1.631, -2.315], [-0.807, 2.753, -3.134], [-2.081, 3.165, -3.447], [-3.180, 2.433, -2.992], [-2.998, 1.335, -2.180], [-1.712, 0.954, -1.813], [-1.594, -0.078, -0.951], [1.735, 0.355, -3.917], [2.766, 1.275, -2.842], [1.553, 2.102, -3.858], [4.653, -1.227, -1.941], [5.463, -2.764, -1.657], [4.605, 0.458, -0.183], [5.397, 1.220, 2.031], [6.451, -0.383, 3.593], [6.752, -2.741, 2.913], [5.994, -3.492, 0.696], [0.031, 3.315, -3.521], [-2.228, 4.040, -4.063], [-4.181, 2.736, -3.269], [-3.834, 0.762, -1.802], [2.099, 2.145, 0.891], [1.919, 1.419, 1.989], [2.674, 1.698, 3.040], [2.454, 0.990, 4.143], [3.225, 1.196, 5.199], [1.444, 0.081, 4.284], [0.769, -0.157, 3.203], [0.978, 0.421, 1.990], [-0.420, -1.040, 3.294], [-0.704, -1.776, 4.427], [-1.863, -2.538, 4.450], [-2.695, -2.530, 3.342], [-2.336, -1.782, 2.235], [-1.221, -1.045, 2.212], [2.749, 2.911, 0.947], [1.434, 2.107, 0.139], [3.970, 1.871, 5.151], [3.067, 0.675, 6.045], [-0.020, -1.742, 5.262], [-2.108, -3.134, 5.318], [-3.605, -3.112, 3.318], [-2.938, -1.769, 1.336], [-1.515, 2.021, 3.602], [-2.139, 2.203, 2.440], [-1.317, 2.149, 0.918], [-3.433, 2.483, 2.437], [-4.242, 2.750, 3.596], [-3.918, 3.806, 4.438], [-4.718, 4.059, 5.542], [-5.839, 3.276, 5.784], [-6.164, 2.237, 4.924], [-5.361, 1.964, 3.827], [-0.512, 2.048, 3.628], [-2.017, 2.131, 4.473], [-3.871, 2.503, 1.526], [-3.069, 4.441, 4.214], [-4.478, 4.883, 6.200], [-6.468, 3.486, 6.638], [-7.045, 1.637, 5.106], [-5.604, 1.153, 3.151]]}

- Number 1 is which compound?
  C29H33InN5O8

Please write out number 2 again, unchanged.
{"formula": "C31H30N10OReS3", "method": "ωB97M-V with the def2-TZVPD basis set", "multiplicity": 2, "total_charge": 2, "relative_energy_kj_mol": 80.0, "s_squared": 0.758, "largest_force_ev_per_a": 0.95, "orbital_gap_ev": [6.36, 6.65], "symbols": ["Re", "C", "C", "N", "N", "C", "S", "S", "C", "C", "C", "C", "C", "C", "C", "C", "C", "C", "C", "C", "C", "O", "H", "H", "H", "H", "H", "H", "H", "H", "H", "H", "H", "H", "H", "H", "N", "C", "N", "C", "N", "N", "C", "N", "C", "C", "C", "C", "C", "N", "H", "H", "H", "H", "H", "H", "H", "H", "N", "C", "S", "N", "C", "C", "C", "C", "C", "C", "H", "H", "H", "H", "H", "H", "H", "H"], "xyz": [[-0.326, -0.222, 0.432], [1.762, 1.225, -3.257], [0.745, 1.043, -2.176], [0.975, 0.219, -1.185], [2.087, -0.595, -1.401], [2.047, -1.729, -0.814], [0.701, -2.176, 0.259], [3.214, -2.989, -1.128], [4.769, -2.040, -1.228], [5.229, -1.572, 0.121], [5.049, -0.249, 0.510], [5.490, 0.177, 1.758], [6.092, -0.718, 2.629], [6.266, -2.042, 2.246], [5.842, -2.462, 0.998], [-0.581, 1.631, -2.315], [-0.807, 2.753, -3.134], [-2.081, 3.165, -3.447], [-3.180, 2.433, -2.992], [-2.998, 1.335, -2.180], [-1.712, 0.954, -1.813], [-1.594, -0.078, -0.951], [1.735, 0.355, -3.917], [2.766, 1.275, -2.842], [1.553, 2.102, -3.858], [4.653, -1.227, -1.941], [5.463, -2.764, -1.657], [4.605, 0.458, -0.183], [5.397, 1.220, 2.031], [6.451, -0.383, 3.593], [6.752, -2.741, 2.913], [5.994, -3.492, 0.696], [0.031, 3.315, -3.521], [-2.228, 4.040, -4.063], [-4.181, 2.736, -3.269], [-3.834, 0.762, -1.802], [2.099, 2.145, 0.891], [1.919, 1.419, 1.989], [2.674, 1.698, 3.040], [2.454, 0.990, 4.143], [3.225, 1.196, 5.199], [1.444, 0.081, 4.284], [0.769, -0.157, 3.203], [0.978, 0.421, 1.990], [-0.420, -1.040, 3.294], [-0.704, -1.776, 4.427], [-1.863, -2.538, 4.450], [-2.695, -2.530, 3.342], [-2.336, -1.782, 2.235], [-1.221, -1.045, 2.212], [2.749, 2.911, 0.947], [1.434, 2.107, 0.139], [3.970, 1.871, 5.151], [3.067, 0.675, 6.045], [-0.020, -1.742, 5.262], [-2.108, -3.134, 5.318], [-3.605, -3.112, 3.318], [-2.938, -1.769, 1.336], [-1.515, 2.021, 3.602], [-2.139, 2.203, 2.440], [-1.317, 2.149, 0.918], [-3.433, 2.483, 2.437], [-4.242, 2.750, 3.596], [-3.918, 3.806, 4.438], [-4.718, 4.059, 5.542], [-5.839, 3.276, 5.784], [-6.164, 2.237, 4.924], [-5.361, 1.964, 3.827], [-0.512, 2.048, 3.628], [-2.017, 2.131, 4.473], [-3.871, 2.503, 1.526], [-3.069, 4.441, 4.214], [-4.478, 4.883, 6.200], [-6.468, 3.486, 6.638], [-7.045, 1.637, 5.106], [-5.604, 1.153, 3.151]]}

- Number 1 is which compound?
  C29H33InN5O8